C21H29EuF9NO3P2 | ωB97M-V/def2-TZVPD

Results
Spin multiplicity: 7
M: 728.361 g/mol
Energy above the lowest of the compared OMol25 structures with the same formula, charge and spin: 3.557 eV

Last column: Löwdin charge in e.
Atoms and positions in Å:
C: -0.86 3.77 -1.83  -0.0284
C: -0.95 2.43 -1.43  -0.3070
N: -0.08 1.91 -0.53  0.0528
C: 0.89 2.69 -0.01  -0.3041
C: 0.99 4.04 -0.34  -0.0316
C: 0.10 4.60 -1.26  -0.0451
C: -1.98 1.55 -2.10  -0.3155
P: -2.52 0.11 -1.10  0.7828
Eu: -0.31 -0.50 0.62  1.3767
P: 2.83 0.65 0.63  0.8145
C: 1.81 2.09 1.05  -0.2699
C: -0.16 -2.88 -0.12  -0.3544
C: -1.26 -3.46 0.50  -0.2035
C: -1.15 -4.81 0.94  -0.1097
C: 0.03 -5.52 0.71  -0.1220
C: 1.10 -4.93 0.03  -0.1083
C: 1.01 -3.57 -0.38  -0.1867
O: -0.41 0.47 -4.05  -0.1166
O: 0.51 -0.79 -1.99  -0.2324
H: -1.58 4.13 -2.56  0.1183
H: 1.74 4.64 0.18  0.1103
H: 0.16 5.65 -1.55  0.1145
C: -3.90 0.80 -0.14  -0.2894
C: -3.34 -0.95 -2.34  -0.2662
H: 2.55 2.85 1.35  0.0911
H: 1.22 1.82 1.94  0.0647
H: -1.51 1.16 -3.09  0.0648
H: -2.86 2.17 -2.36  0.0919
C: 3.35 -0.15 2.14  -0.2191
C: 4.18 1.14 -0.43  -0.2300
H: -2.19 -2.91 0.67  0.0619
H: -1.99 -5.29 1.45  0.0909
H: 0.12 -6.56 1.05  0.0919
H: 2.01 -5.49 -0.18  0.0880
H: 1.86 -3.11 -0.89  0.0549
H: 1.36 -0.70 -1.46  -0.0415
H: 0.33 -1.75 -1.96  0.0322
H: 0.15 0.03 -3.34  0.0147
H: 0.11 1.20 -4.41  0.0601
H: 2.05 -0.26 -0.15  -0.0787
H: -4.75 1.03 -0.80  0.0433
H: -4.20 0.06 0.61  0.0347
H: -3.57 1.71 0.38  0.0385
H: -4.10 -0.40 -2.90  0.0480
H: -2.58 -1.34 -3.03  0.0439
H: -3.79 -1.79 -1.80  0.0447
H: 4.95 1.68 0.13  0.0610
H: 4.62 0.24 -0.88  0.0429
H: 3.78 1.78 -1.23  0.0529
H: 4.26 0.31 2.53  0.0545
H: 2.57 -0.09 2.91  0.0323
H: 3.55 -1.21 1.94  0.0584
F: -2.28 1.39 2.82  0.1179
C: -2.02 0.28 3.58  -0.4731
F: -2.81 0.31 4.67  0.1706
F: -2.41 -0.80 2.80  0.0855
C: -0.49 0.16 3.89  -0.3099
O: 0.20 0.06 2.70  -0.3585
C: 0.00 1.42 4.67  -0.4890
F: -0.59 1.54 5.89  0.1552
F: 1.34 1.39 4.84  0.1432
F: -0.28 2.56 3.97  0.1392
C: -0.22 -1.14 4.70  -0.4896
F: -0.96 -1.23 5.84  0.1507
F: -0.49 -2.24 3.94  0.1368
F: 1.09 -1.23 5.04  0.1492

C25H54N4O12P | ωB97M-V/def2-TZVPD

Results
M: 633.697 g/mol
Charge: +1

Last column: Löwdin charge in e.
Atoms and positions in Å:
C: -1.79 0.68 2.35  -0.0023
C: -1.13 -0.44 2.90  -0.1083
N: -0.08 -1.24 2.25  -0.0767
C: 0.73 -2.14 3.12  -0.1117
C: 1.79 -1.63 3.92  0.0537
C: 0.22 -1.24 0.93  -0.2407
N: -0.58 -1.49 -0.23  0.1951
C: 0.43 -1.36 -1.26  0.0379
N: 1.72 -1.07 -0.74  -0.1211
C: 3.03 -0.89 -1.41  -0.1336
P: 3.84 0.77 -1.00  0.6553
O: 3.75 1.11 0.50  -0.3270
O: 3.15 2.02 -1.92  -0.1724
O: 5.51 0.72 -1.39  -0.1542
N: 1.60 -1.00 0.61  0.1655
H: -2.42 0.70 1.42  0.0626
H: -1.75 1.65 2.96  0.0744
H: -1.42 -0.76 3.95  0.1388
H: 0.49 -3.26 3.20  0.1373
H: 2.85 -1.98 3.70  0.0766
H: 1.65 -0.94 4.82  0.0990
H: 0.28 -1.50 -2.37  0.1642
H: 2.97 -1.10 -2.52  0.1366
H: 3.73 -1.69 -0.98  0.1363
H: 3.42 2.87 -1.52  0.0988
H: 5.79 -0.21 -1.21  0.0788
H: 2.36 -0.83 1.28  0.1610
C: 0.45 3.93 -1.75  -0.1044
O: 1.26 4.70 -2.62  -0.1968
C: 1.59 4.02 -3.83  -0.1958
C: 1.44 4.94 -5.04  -0.1688
O: 0.09 5.28 -5.35  -0.1329
C: -0.59 6.15 -4.45  -0.1782
C: -0.05 7.58 -4.41  -0.1872
O: 1.22 7.62 -3.76  -0.2078
C: 2.12 8.55 -4.33  -0.1049
H: 1.05 3.16 -1.26  0.0623
H: 0.04 4.60 -0.99  0.0955
H: -0.38 3.47 -2.28  0.0867
H: 0.96 3.13 -3.97  0.1185
H: 2.63 3.69 -3.75  0.1079
H: 1.81 4.39 -5.91  0.1297
H: 2.06 5.83 -4.95  0.1150
H: -0.64 5.72 -3.45  0.1089
H: -1.62 6.20 -4.81  0.1262
H: -0.73 8.21 -3.83  0.1282
H: 0.02 7.97 -5.43  0.1251
H: 2.08 8.52 -5.43  0.0871
H: 3.13 8.27 -4.02  0.0887
H: 1.90 9.56 -3.97  0.0886
C: 0.67 -4.82 10.31  -0.1068
O: 0.26 -5.42 9.09  -0.2021
C: -0.62 -4.60 8.33  -0.1905
C: -0.24 -4.60 6.85  -0.1775
O: 0.98 -3.92 6.55  -0.1506
C: 2.20 -4.53 6.98  -0.1709
C: 2.53 -5.85 6.28  -0.1933
O: 1.66 -6.89 6.71  -0.2009
C: 1.31 -7.79 5.68  -0.1049
H: -0.15 -4.86 11.04  0.0916
H: 1.52 -5.38 10.69  0.0915
H: 0.98 -3.78 10.16  0.0861
H: -0.62 -3.57 8.70  0.1236
H: -1.63 -5.01 8.44  0.1285
H: -1.02 -4.05 6.32  0.1217
H: -0.24 -5.60 6.44  0.1122
H: 2.21 -4.64 8.06  0.1125
H: 2.99 -3.82 6.74  0.1227
H: 3.56 -6.15 6.55  0.1288
H: 2.48 -5.70 5.20  0.1159
H: 1.10 -7.27 4.74  0.0812
H: 0.40 -8.31 5.99  0.0921
H: 2.11 -8.52 5.53  0.0891
C: -2.12 2.57 -5.35  -0.1012
O: -2.79 1.78 -4.39  -0.2155
C: -4.17 2.08 -4.28  -0.1885
C: -5.02 0.81 -4.21  -0.1747
O: -5.08 0.06 -5.42  -0.1184
C: -3.89 -0.62 -5.83  -0.1696
C: -3.46 -1.77 -4.93  -0.1865
O: -2.95 -1.29 -3.69  -0.2218
C: -3.29 -2.10 -2.58  -0.1197
H: -1.96 3.58 -4.95  0.0747
H: -1.15 2.11 -5.56  0.0873
H: -2.68 2.63 -6.29  0.0938
H: -4.52 2.69 -5.12  0.1270
H: -4.31 2.65 -3.35  0.1252
H: -6.05 1.12 -4.01  0.1296
H: -4.72 0.18 -3.37  0.1102
H: -3.07 0.09 -5.99  0.1091
H: -4.12 -1.04 -6.81  0.1301
H: -2.66 -2.34 -5.42  0.1240
H: -4.32 -2.44 -4.77  0.1253
H: -4.33 -2.43 -2.63  0.0899
H: -3.17 -1.50 -1.68  0.0737
H: -2.62 -2.96 -2.52  0.0806

C37H39BN7O3 | ωB97M-V/def2-TZVPD

Results
M: 640.577 g/mol
Charge: +1

Last column: Löwdin charge in e.
Atoms and positions in Å:
C: 5.52 -0.94 0.83  -0.0432
B: 4.99 -0.98 -0.75  -0.3221
O: 5.85 -1.22 -1.92  0.0475
C: 3.33 -0.78 -0.92  0.0246
C: 2.48 -2.21 -1.02  0.1099
C: 0.84 -2.13 -1.15  0.0072
C: 0.02 -3.55 -1.20  -0.2335
O: 0.58 -4.60 -1.86  0.0227
O: -1.27 -3.65 -0.50  -0.0233
C: 0.18 -0.62 -1.18  0.0754
C: 1.19 0.70 -1.09  0.0523
N: 2.71 0.60 -0.97  0.0798
H: 5.59 0.20 1.13  0.0877
H: 4.68 -1.42 1.53  0.0909
H: 6.51 -1.55 1.00  0.0891
H: 6.34 -2.08 -1.79  0.1280
H: 3.06 -3.24 -0.98  0.1462
H: -1.04 -4.09 0.38  0.1411
H: -0.99 -0.48 -1.25  0.1234
H: 0.75 1.81 -1.09  0.1459
H: 3.30 1.48 -0.90  0.1273
N: 4.86 3.40 -1.12  0.0266
C: 4.97 4.17 -2.22  -0.1451
C: 5.70 5.34 -2.28  -0.0587
C: 6.36 5.76 -1.13  -0.0579
C: 6.27 4.99 0.03  -0.0713
C: 5.52 3.83 -0.02  -0.1504
H: 4.43 3.80 -3.09  0.0858
H: 5.75 5.92 -3.20  0.1089
H: 6.95 6.67 -1.13  0.1100
H: 6.78 5.28 0.94  0.0838
H: 5.42 3.19 0.86  0.0955
N: 1.46 3.61 -4.08  0.0460
C: 2.00 2.42 -4.43  -0.1792
C: 1.58 1.68 -5.53  -0.0746
C: 0.54 2.19 -6.31  -0.0700
C: -0.03 3.41 -5.96  -0.0670
C: 0.45 4.07 -4.85  -0.1469
H: 2.80 2.07 -3.79  0.0796
H: 2.05 0.74 -5.77  0.1039
H: 0.19 1.64 -7.17  0.1106
H: -0.84 3.83 -6.55  0.1069
H: 0.04 5.03 -4.55  0.1048
N: -3.62 -6.93 -2.04  0.0583
C: -3.32 -5.75 -1.46  -0.1517
C: -4.28 -4.81 -1.09  -0.0869
C: -5.62 -5.11 -1.32  -0.0796
C: -5.95 -6.32 -1.91  -0.0759
C: -4.93 -7.19 -2.25  -0.1489
H: -2.26 -5.56 -1.31  0.0785
H: -3.98 -3.88 -0.63  0.0880
H: -6.39 -4.40 -1.04  0.1034
H: -6.99 -6.59 -2.10  0.1022
H: -5.14 -8.16 -2.71  0.1028
N: -2.43 -3.53 2.89  0.0405
C: -2.14 -2.34 3.47  -0.1630
C: -3.09 -1.41 3.85  -0.0790
C: -4.43 -1.71 3.62  -0.0657
C: -4.77 -2.92 3.02  -0.0608
C: -3.74 -3.79 2.69  -0.1518
H: -1.08 -2.15 3.63  0.0961
H: -2.80 -0.47 4.31  0.1010
H: -5.21 -1.00 3.90  0.1097
H: -5.80 -3.18 2.83  0.0635
H: -3.96 -4.75 2.22  0.0974
N: 5.79 7.07 2.45  0.0458
C: 6.76 8.01 2.33  -0.1506
C: 6.74 9.23 2.98  -0.0701
C: 5.66 9.51 3.81  -0.0717
C: 4.64 8.57 3.96  -0.0721
C: 4.76 7.38 3.27  -0.1464
H: 7.58 7.74 1.67  0.0984
H: 7.54 9.94 2.85  0.1050
H: 5.61 10.46 4.34  0.1091
H: 3.79 8.76 4.60  0.1039
H: 3.99 6.61 3.35  0.1010
N: -7.88 -4.04 2.23  0.0385
C: -7.54 -5.26 2.70  -0.1507
C: -8.46 -6.17 3.21  -0.0670
C: -9.80 -5.80 3.23  -0.0710
C: -10.18 -4.55 2.75  -0.0707
C: -9.19 -3.71 2.26  -0.1435
H: -6.48 -5.49 2.67  0.0933
H: -8.13 -7.13 3.57  0.1055
H: -10.55 -6.49 3.62  0.1091
H: -11.21 -4.24 2.76  0.1047
H: -9.43 -2.73 1.87  0.1032

C17H35N3O4 | ωB97M-V/def2-TZVPD

Results
M: 345.484 g/mol
Energy above the lowest of the compared OMol25 structures with the same formula, charge and spin: 1.237 eV

Last column: Löwdin charge in e.
Atoms and positions in Å:
C: 3.61 -4.30 2.33  -0.0785
N: 2.91 -3.71 1.16  -0.1953
C: 3.62 -3.93 -0.11  -0.1019
C: 1.52 -4.08 1.11  -0.4301
O: 1.06 -5.00 0.47  0.0892
C: 0.53 -3.16 1.93  -0.0570
C: -0.61 -2.66 0.96  -0.2583
N: -1.62 -3.71 0.75  -0.0257
C: -2.47 -3.94 1.92  -0.1978
C: -3.38 -5.23 1.67  -0.2404
O: -2.74 -6.20 0.84  -0.1038
C: -1.17 -1.32 1.56  -0.6574
O: -1.67 -0.41 0.85  -0.0856
O: -1.07 -1.14 2.83  -0.0929
H: 2.83 -4.62 3.07  0.0955
H: 4.17 -3.47 2.85  0.0871
H: 4.28 -5.16 2.08  0.0845
H: 4.23 -4.87 -0.15  0.0795
H: 2.92 -3.93 -0.99  0.0902
H: 4.31 -3.05 -0.26  0.0826
H: 0.16 -3.66 2.85  0.1125
H: 1.10 -2.26 2.25  0.1164
H: -0.17 -2.39 -0.04  0.1465
H: -2.17 -3.51 -0.08  0.1245
H: -3.20 -3.10 2.12  0.1213
H: -1.91 -4.14 2.86  0.1131
H: -4.33 -4.90 1.19  0.1098
H: -3.56 -5.67 2.68  0.1059
H: -1.80 -6.24 1.08  0.0831
C: -1.66 2.89 1.38  -0.0954
C: -2.12 2.51 -0.03  -0.2286
C: -0.99 2.20 -1.00  -0.1190
N: -0.39 3.39 -1.76  -0.2525
C: 0.85 2.85 -2.46  -0.1016
C: 1.71 3.93 -3.08  -0.1718
C: 2.10 4.98 -2.05  -0.1914
C: 0.85 5.58 -1.43  -0.1682
C: -0.02 4.50 -0.80  -0.1086
C: -1.38 3.87 -2.78  0.0273
H: -1.37 3.94 1.45  0.0514
H: -2.47 2.74 2.09  0.0857
H: -0.81 2.28 1.70  0.0855
H: -2.81 3.26 -0.41  0.1029
H: -2.70 1.59 0.08  0.1026
H: -1.36 1.52 -1.78  0.1359
H: -0.18 1.70 -0.48  0.1309
H: 1.43 2.31 -1.71  0.1411
H: 0.51 2.14 -3.22  0.1393
H: 2.62 3.48 -3.50  0.1265
H: 1.20 4.41 -3.92  0.1149
H: 2.71 5.76 -2.52  0.1198
H: 2.72 4.52 -1.27  0.1254
H: 0.29 6.14 -2.18  0.1163
H: 1.14 6.30 -0.66  0.1274
H: -0.94 4.95 -0.44  0.1296
H: 0.51 4.04 0.03  0.1446
H: -2.27 4.23 -2.26  0.1041
H: -1.62 3.04 -3.44  0.1146
H: -0.94 4.68 -3.35  0.0940

DFT total energy, respectively: -3389.75063; -2447.57210; -2066.64585; -1133.86816 a.u..